No. 1
Computed, not measured: a 2-piece molecular cluster, C2H2Br2O overall, with ωB97M-V/def2-TZVPD.

Each line ends with the natural charge from an NBO analysis.
Geometry (Å):
C: -0.732952 -0.260215 0.077002  0.24
C: 0.615210 0.143391 -0.098935  -0.22
O: -0.983006 -1.135069 0.911454  -0.48
Br: -0.682420 -1.299916 -2.870668  -0.06
Br: 1.141991 1.686586 -0.968780  0.17
H: -1.419519 0.317752 -0.490955  0.14
H: 1.255267 -0.603246 0.175741  0.21

Atomic forces in eV per Å
0.36 -0.16 1.39
-1.18 0.90 -1.45
-0.17 0.47 -0.89
0.16 0.07 0.15
-0.08 -0.40 0.30
-1.54 0.37 -0.35
2.45 -1.25 0.85

The energy relative to the best compared isomer or geometry (same formula, charge and spin) comes out at 53.82 kcal/mol. Its charge is 0. For the HOMO energy (alpha / beta), the calculation gives -0.385 / -0.350 Eh. The calculation puts the molar mass at 201.85 g/mol. The value obtained for the orbital gap (alpha / beta) is 8.407 / 5.808 eV.

No. 2
Computed, not measured: C31H65CrNO6P2Sb as an isolated structure, with ωB97M-V/def2-TZVPD.

Each line ends with the Mulliken spin population.
Geometry (Å):
Cr: -0.256954 -0.613477 -0.419220  3.30
C: 2.451843 -3.586411 1.790645  0.01
C: 3.421974 -2.419190 1.668900  0.00
C: 4.789434 -2.817418 2.211554  0.00
O: 2.976648 -1.313873 2.442379  0.01
P: 1.873917 -0.298277 1.855449  0.00
O: 0.738162 -0.948139 1.132178  -0.14
C: 2.739574 0.876182 0.817922  0.02
P: 2.681898 0.326511 -0.879277  0.05
O: 1.498300 -0.542456 -1.156148  -0.13
O: 4.096351 -0.393251 -1.173974  -0.01
C: 5.312307 0.338583 -1.224251  0.00
C: 6.225471 -0.145377 -0.107167  0.00
C: 5.953890 0.079932 -2.580961  0.00
O: 2.749149 1.683887 -1.753167  0.00
C: 2.351409 1.620749 -3.118685  -0.01
C: 3.173000 2.646521 -3.888891  0.00
C: 0.866223 1.939224 -3.229286  -0.12
O: 1.399278 0.554047 3.138710  0.01
C: 2.181188 0.875989 4.276666  0.00
C: 3.569605 1.410261 3.958044  0.00
C: 2.214274 -0.290146 5.256963  0.00
H: 2.843328 -4.478276 1.290893  0.00
H: 1.486833 -3.346942 1.336523  0.00
H: 2.254995 -3.826881 2.840832  0.00
H: 3.521540 -2.123216 0.622384  0.00
H: 4.716117 -3.142217 3.255814  0.00
H: 5.473998 -1.963768 2.202556  0.00
H: 5.231239 -3.627966 1.624208  0.00
H: 3.753247 1.087567 1.156736  0.00
H: 2.177871 1.815089 0.868320  0.01
H: 5.127802 1.410686 -1.101952  0.00
H: 6.390521 -1.226407 -0.174796  0.00
H: 5.773276 0.042849 0.870685  0.00
H: 7.195392 0.360153 -0.139368  0.00
H: 6.170892 -0.985977 -2.715241  0.00
H: 6.885504 0.642412 -2.694061  0.00
H: 5.274384 0.359753 -3.391286  0.00
H: 2.555871 0.621389 -3.519100  0.00
H: 2.997021 3.658097 -3.506112  0.00
H: 2.931145 2.628994 -4.955919  0.00
H: 4.243704 2.453414 -3.770814  0.00
H: 0.642754 2.920423 -2.795898  0.00
H: 0.265431 1.211210 -2.676524  -0.02
H: 0.537248 1.933648 -4.273072  0.00
H: 1.636814 1.689235 4.771588  0.00
H: 4.204907 0.651161 3.493762  0.00
H: 4.072349 1.752843 4.868370  0.00
H: 3.505974 2.255398 3.265504  0.00
H: 2.803934 -1.128926 4.878196  0.00
H: 1.202310 -0.667842 5.437620  0.00
H: 2.647806 0.017240 6.213996  0.00
N: -1.400935 -0.869917 1.164827  -0.05
C: -1.319074 0.135655 2.143145  -0.04
C: -1.095167 1.455281 1.747518  0.06
C: -1.131947 2.493762 2.680316  0.01
C: -1.437843 2.222018 4.012077  0.00
C: -1.717637 0.914787 4.405554  0.00
C: -1.675906 -0.121607 3.469328  -0.02
H: -1.280470 -1.809543 1.570848  0.03
H: -2.376384 -0.990828 0.854952  -0.02
H: -0.870754 1.674144 0.706648  0.01
H: -0.926885 3.512718 2.363733  0.00
H: -1.468449 3.029070 4.739064  0.00
H: -1.977459 0.702663 5.439235  0.00
H: -1.918154 -1.130579 3.790407  0.00
C: -4.050063 0.610025 1.470966  0.00
C: -4.087539 1.085276 0.011008  -0.06
C: -3.407961 2.460612 -0.069163  0.00
C: -5.564118 1.253301 -0.406985  -0.01
Sb: -2.860917 -0.360449 -1.208300  0.27
C: -3.884135 -2.349974 -1.031219  -0.03
C: -3.456454 -2.954076 0.318320  0.01
C: -5.410549 -2.260850 -1.090286  0.00
C: -3.398224 -3.308113 -2.128645  0.00
C: -2.924860 0.394842 -3.320315  -0.02
C: -4.298918 0.919829 -3.744575  -0.01
C: -2.487093 -0.703445 -4.300902  -0.01
C: -1.888933 1.529434 -3.420228  0.03
H: -4.553166 1.342441 2.139487  0.00
H: -3.002118 0.481550 1.813972  0.00
H: -4.587925 -0.350203 1.576991  0.00
H: -3.915678 3.193341 0.595456  0.00
H: -3.466096 2.860213 -1.098088  0.00
H: -2.341932 2.390542 0.235150  0.02
H: -6.068419 1.985833 0.259571  0.00
H: -6.136250 0.320848 -0.335396  0.00
H: -5.676594 1.633238 -1.429445  0.00
H: -3.776269 -2.326343 1.167454  0.00
H: -2.349783 -3.047012 0.363509  0.00
H: -3.898352 -3.964088 0.460459  0.00
H: -5.794888 -1.730127 -0.203555  0.00
H: -5.863535 -3.275817 -1.059470  0.00
H: -5.738241 -1.752870 -2.021516  0.00
H: -2.288628 -3.350553 -2.152914  0.01
H: -3.785912 -3.013277 -3.112579  0.00
H: -3.786369 -4.334914 -1.952269  0.00
H: -5.077238 0.140870 -3.603338  0.00
H: -4.288459 1.224423 -4.813615  0.00
H: -4.551414 1.827899 -3.172552  0.00
H: -3.250699 -1.487546 -4.384507  0.00
H: -1.517413 -1.147171 -3.990060  0.00
H: -2.372513 -0.290547 -5.326852  0.00
H: -2.137064 2.369016 -2.748900  0.00
H: -1.836579 1.930233 -4.455878  0.00
H: -0.881220 1.155247 -3.138465  0.04
H: -0.271566 -0.296273 -2.082205  -0.23

Atomic forces in eV per Å
-1.49 0.27 -2.50
-0.44 0.05 -0.07
0.83 -1.93 -0.38
0.18 0.36 0.18
-1.88 1.89 -0.21
1.51 0.19 3.33
3.26 -0.25 1.99
-0.52 0.36 -0.44
2.58 1.16 -1.87
2.56 0.17 -0.72
-3.18 -0.45 0.42
2.01 0.41 -0.27
-0.21 -0.14 0.28
-0.25 -0.05 -0.28
-0.22 -1.40 2.33
-0.50 0.77 -1.91
0.42 0.04 0.24
1.07 -0.02 0.35
-0.05 -1.52 -2.77
0.99 0.36 2.08
0.07 0.04 -0.46
-0.08 -0.35 -0.04
0.02 0.21 0.10
0.09 -0.04 -0.04
0.23 0.03 -0.10
0.00 0.08 -0.09
-0.13 -0.04 -0.20
-0.04 -0.12 -0.11
-0.16 0.15 0.05
-0.03 -0.18 0.02
-0.05 0.00 0.04
-0.15 -0.07 -0.05
0.00 0.17 -0.14
0.09 0.07 0.05
-0.21 -0.04 -0.05
0.01 0.16 0.19
-0.18 -0.06 0.09
0.10 0.09 0.07
-0.02 0.00 0.09
-0.14 -0.18 -0.05
-0.01 -0.07 0.21
-0.11 -0.04 -0.12
0.13 -0.02 -0.12
1.70 0.35 0.12
0.23 -0.03 0.21
-0.14 -0.12 -0.33
-0.01 -0.06 0.15
-0.22 -0.08 -0.15
0.01 0.07 0.17
0.02 0.18 0.00
0.09 0.17 0.04
-0.11 0.06 -0.19
-3.19 -2.31 0.44
0.17 1.51 1.79
1.00 -0.20 0.67
-0.02 -0.32 -0.07
0.00 -0.03 -0.16
0.08 -0.18 -0.37
0.56 0.18 0.30
0.60 0.53 0.06
0.29 0.36 1.23
0.23 -0.10 0.14
-0.07 -0.14 0.02
-0.01 -0.13 -0.12
0.02 -0.01 -0.19
0.01 0.01 -0.11
-0.07 -0.43 0.04
-0.49 0.61 0.68
0.46 0.18 -0.48
-0.11 -0.21 -0.37
-1.03 0.81 -2.72
-0.01 -0.90 0.19
0.22 0.04 0.23
-0.20 0.43 0.04
0.33 0.09 -0.28
0.04 0.39 -0.87
-0.35 -0.04 0.27
0.12 -0.37 0.14
-0.22 -0.35 0.50
0.28 -0.31 -0.44
-2.38 0.52 -0.23
0.10 0.34 0.07
0.22 -0.52 -0.27
0.06 -0.07 0.45
-1.17 0.46 -0.49
0.50 -0.35 -0.20
0.17 0.22 0.00
0.06 -0.10 0.25
-0.04 -0.33 -0.17
-0.59 -0.31 -0.08
0.25 0.58 -0.16
-0.01 -0.09 -0.45
0.41 0.47 -0.14
-0.01 -0.29 0.61
-0.57 -0.09 -0.18
0.28 -0.06 0.24
0.23 0.59 0.15
0.24 0.58 -0.15
0.10 -0.32 0.54
-0.10 -0.40 -0.19
0.31 0.10 0.05
-0.50 0.10 -0.28
0.03 -0.01 0.65
0.10 -0.17 -0.23
-0.17 -0.33 0.50
-2.72 0.25 -0.82
-1.09 -0.51 0.83

Its expectation value of S² is 3.99. Its charge is +2. For the HOMO energy (alpha / beta), the calculation gives -0.521 / -0.503 Eh. Its spin multiplicity is 4. The calculation puts the molar mass at 783.57 g/mol. The value obtained for the orbital gap (alpha / beta) is 8.612 / 8.391 eV.

No. 3
Computed, not measured: one molecule with the formula C3H4BrNS, with ωB97M-V/def2-TZVPD.

Each line ends with the natural charge from an NBO analysis.
Geometry (Å):
C: -1.866281 -0.142913 -0.146977  0.14
C: 0.445775 -0.407506 0.597765  -0.23
C: 1.005406 0.405363 -0.638985  -0.58
N: -0.917165 -0.752193 0.381562  -0.45
S: 1.417730 1.978089 0.099412  0.09
Br: -3.679170 -0.358540 -0.158361  0.14
H: 0.860237 -1.425810 0.834075  0.23
H: 0.594853 0.226111 1.423236  0.22
H: 1.924443 0.026176 -1.118055  0.23
H: 0.214171 0.451223 -1.273675  0.21

Atomic forces in eV per Å
3.26 -0.33 0.87
0.70 -2.04 -1.73
2.76 -0.50 2.07
-3.57 1.16 -0.31
-0.04 0.37 -0.22
-0.78 -0.48 0.03
0.67 1.30 -0.47
-0.36 0.44 1.60
-0.61 -0.31 0.31
-2.02 0.38 -2.16

The energy relative to the best compared isomer or geometry (same formula, charge and spin) comes out at 86.02 kcal/mol. Its charge is 0. For the HOMO energy (alpha / beta), the calculation gives -0.296 / -0.344 Eh. The calculation puts the molar mass at 166.04 g/mol. The value obtained for the orbital gap (alpha / beta) is 6.038 / 8.665 eV.

No. 4
Computed, not measured: an isolated ion of composition C5H6N and charge +1, with ωB97M-V/def2-TZVPD.

Each line ends with the natural charge from an NBO analysis.
Geometry (Å):
C: -2.193762 -0.045739 0.381641  -0.37
C: -0.858007 -0.067619 1.032252  -0.07
C: -1.353905 0.189292 -0.950344  -0.32
C: -2.646668 -0.535175 -0.901479  0.18
C: -0.042326 0.216852 0.000373  0.06
N: 1.306708 0.353909 -0.501457  -0.72
H: -3.121838 0.475682 0.736243  0.31
H: -0.639315 -0.107792 2.087535  0.25
H: -1.576943 1.015804 -1.654685  0.26
H: 1.847609 -0.538478 -0.188463  0.47
H: 2.008430 1.131715 -0.220009  0.48
H: 1.318256 0.315318 -1.559683  0.47

Atomic forces in eV per Å
-2.16 -0.23 0.81
1.79 0.78 1.07
0.62 1.23 -2.41
2.78 -0.28 0.65
-4.82 -0.24 -1.75
2.93 -1.72 0.17
1.41 -0.01 0.58
-0.22 -0.25 0.21
0.79 -0.07 0.33
-0.91 1.52 -0.72
-2.00 -0.84 -0.15
-0.22 0.12 1.22

The energy relative to the best compared isomer or geometry (same formula, charge and spin) comes out at 176.32 kcal/mol. Its charge is +1. For the HOMO energy, the calculation gives -0.482 Eh. The calculation puts the molar mass at 80.11 g/mol. The value obtained for the orbital gap is 8.666 eV.

No. 5
Computed, not measured: one molecule with the formula C4H4Cl2, with ωB97M-V/def2-TZVPD.

Each line ends with the natural charge from an NBO analysis.
Geometry (Å):
C: 0.271530 1.812856 0.182877  -0.38
C: 0.472210 0.548146 0.015413  -0.06
Cl: 2.066686 -0.158538 -0.083996  -0.02
C: -0.512112 -0.544978 -0.003947  -0.09
C: -0.247253 -1.801159 0.193628  -0.36
Cl: -2.064916 0.151657 -0.090076  0.02
H: -0.726969 2.194600 0.413571  0.23
H: 1.056269 2.519717 -0.079615  0.23
H: -0.985483 -2.549720 0.062592  0.21
H: 0.719843 -2.136807 0.234849  0.22

Atomic forces in eV per Å
-0.35 2.42 -0.46
1.02 -2.86 0.11
0.73 0.82 -0.36
0.03 2.21 0.84
-1.63 -0.78 -0.89
-1.55 -0.53 -0.24
0.50 -0.12 -0.31
-0.03 -0.09 0.69
-0.83 -0.46 0.29
2.09 -0.61 0.33

As for the SMILES: C=C(Cl)C(=C)Cl. The energy relative to the best compared isomer or geometry (same formula, charge and spin) comes out at 11.79 kcal/mol. Its charge is 0. For the HOMO energy, the calculation gives -0.354 Eh. The calculation puts the molar mass at 122.98 g/mol. The value obtained for the orbital gap is 9.956 eV.

No. 6
Computed, not measured: one molecule with the formula C3H5B, with ωB97M-V/def2-TZVPD.

Each line ends with the natural charge from an NBO analysis.
Geometry (Å):
B: 0.134903 0.590708 -0.799353  0.43
C: -0.845538 -0.521013 -0.692692  -0.46
C: 0.924736 0.119395 0.428249  -0.71
C: -0.431328 -0.509236 0.612125  -0.07
H: 0.163806 1.658425 -1.392648  -0.04
H: -1.718131 -1.157192 -0.968425  0.22
H: 1.737940 -0.516167 0.366620  0.23
H: 1.055887 0.934540 1.012394  0.20
H: -1.022274 -0.599460 1.433730  0.19

Atomic forces in eV per Å
-0.18 0.57 -1.91
-1.55 -2.60 0.31
-1.43 -0.29 0.01
1.63 1.01 -3.39
-0.24 -0.56 0.47
0.48 1.31 -0.37
1.43 -1.28 -0.21
1.29 2.37 2.49
-1.42 -0.53 2.59

The energy relative to the best compared isomer or geometry (same formula, charge and spin) comes out at 4.04 kcal/mol. Its charge is 0. For the HOMO energy, the calculation gives -0.364 Eh. The calculation puts the molar mass at 51.88 g/mol. The value obtained for the orbital gap is 10.792 eV.

| no. | maximum force (eV/A) |
| --- | --- |
| 1 | 2.9 |
| 2 | 4.0 |
| 3 | 3.8 |
| 4 | 5.1 |
| 5 | 3.0 |
| 6 | 3.9 |